(1)
This record from the OMol25 dataset describes a cluster of 5 separate species, C18H44Br2N3O3 in total. The level of theory is the ωB97M-V functional and the def2-TZVPD basis.

Positions of all 70 atoms, in Å:
Br1 13.902 12.055 5.083
Br2 11.950 9.244 9.470
O1 9.034 12.447 7.631
O2 9.540 8.397 15.249
O3 16.993 13.630 9.088
N1 16.244 10.623 7.911
N2 11.233 11.189 6.962
N3 9.771 7.621 14.339
C1 8.846 8.542 12.335
C2 15.704 11.969 7.661
C3 8.294 5.920 14.475
C4 9.961 11.002 6.147
C5 8.798 11.211 7.118
C6 15.714 12.935 8.868
C7 11.227 7.440 12.275
C8 10.724 5.447 13.690
C9 7.894 13.267 8.155
C10 10.783 6.018 12.327
C11 10.202 8.293 12.994
C12 9.826 6.251 14.671
C13 16.509 9.882 6.677
C14 10.144 5.957 16.105
C15 9.938 9.690 5.338
C16 10.877 9.758 13.188
C17 15.291 9.747 8.708
C18 17.474 10.702 8.713
H1 15.458 12.456 9.844
H2 9.700 5.869 12.024
H3 8.432 7.570 12.002
H4 7.569 12.797 9.093
H5 9.360 6.443 16.685
H6 10.954 9.522 4.908
H7 16.896 14.596 9.001
H8 8.033 6.156 13.476
H9 7.819 11.219 6.582
H10 7.662 6.381 15.189
H11 7.113 13.361 7.391
H12 11.765 5.575 14.143
H13 14.280 9.637 8.263
H14 9.206 9.888 4.544
H15 11.789 9.709 13.749
H16 11.420 7.832 11.278
H17 10.060 11.747 5.368
H18 9.003 9.224 11.568
H19 16.358 12.366 6.884
H20 8.128 4.839 14.516
H21 11.008 10.137 12.198
H22 14.721 11.840 7.194
H23 11.417 5.450 11.651
H24 10.194 10.413 13.722
H25 17.082 10.469 6.050
H26 9.972 4.896 16.340
H27 12.142 7.525 12.871
H28 15.236 10.215 9.703
H29 11.361 10.550 7.750
H30 17.248 11.364 9.554
H31 8.149 8.909 13.139
H32 8.942 10.378 7.849
H33 9.613 8.836 5.907
H34 15.697 8.742 8.782
H35 12.143 11.225 6.454
H36 18.227 11.114 8.018
H37 17.776 9.646 8.979
H38 15.576 9.627 6.229
H39 10.549 4.357 13.868
H40 8.362 14.236 8.305
H41 14.902 13.614 8.625
H42 11.169 6.248 16.272
H43 17.166 9.040 7.019
H44 11.139 12.146 7.291

The total charge is +1. For the largest force on an atom, the calculation gives 5.5 eV Å⁻¹. For the LUMO energy, the calculation gives -5.4 eV. Its total energy is -170067.848 eV. The calculation puts the molar mass at 510.4 g/mol. The gap between HOMO and LUMO comes out at 0.159 Ha.

Results of the natural (NBO) charge analysis, in e, for atoms 1 through 8: number 1, Br, carries -0.868; number 2, Br, carries -0.878; number 3, O, carries -0.581; number 4, O, carries -0.158; number 5, O, carries -0.749; number 6, N, carries -0.202; number 7, N, carries -0.764; number 8, N, carries 0.339

(2)
This record from the OMol25 dataset describes a cluster of 6 separate species, C18H44BrN3O4 in total. The level of theory is the ωB97M-V functional and the def2-TZVPD basis.

Positions of all 70 atoms, in Å:
Br1 3.730 0.934 0.514
O1 3.266 -0.133 -3.942
O2 0.476 2.077 -0.640
O3 0.306 -0.100 2.066
O4 1.164 -2.977 -1.774
N1 -0.183 2.053 -1.903
N2 -0.164 -1.188 2.941
N3 1.846 -0.161 -1.816
C1 1.741 3.406 -2.990
C2 -2.013 1.161 -3.457
C3 0.232 3.202 -2.798
C4 -0.387 4.594 -2.394
C5 -1.029 -3.606 3.117
C6 1.533 -1.234 4.806
C7 -0.460 0.291 4.985
C8 -0.174 2.854 -4.236
C9 -0.931 -3.569 4.610
C10 -2.671 2.549 -1.338
C11 -0.827 -2.165 5.175
C12 -1.621 2.250 -4.496
C13 -1.607 1.519 -1.983
C14 0.044 -1.081 4.429
C15 -1.778 0.200 -1.270
C16 -0.080 -2.556 2.318
C17 1.328 -3.231 2.415
C18 -0.642 -2.577 0.837
H1 -2.281 3.112 -4.592
H2 -0.896 0.124 5.970
H3 -1.618 1.875 -5.519
H4 -3.086 1.103 -3.636
H5 -2.305 3.052 -0.444
H6 -2.737 -0.280 -1.464
H7 -0.143 3.763 -4.836
H8 1.976 -2.355 2.451
H9 0.430 2.021 -4.595
H10 3.104 -0.437 -4.835
H11 -0.046 5.493 -2.908
H12 -0.377 4.735 -1.313
H13 1.390 -4.133 3.024
H14 -0.891 -4.621 2.744
H15 -1.006 -0.430 -1.712
H16 0.226 1.133 4.901
H17 -0.703 -3.576 0.406
H18 -1.751 -4.124 5.066
H19 2.234 -0.736 4.136
H20 -3.032 3.208 -2.128
H21 1.780 -2.289 4.931
H22 -3.589 2.049 -1.029
H23 0.064 -2.019 0.222
H24 1.933 4.288 -3.600
H25 1.266 0.665 -1.794
H26 1.709 -3.631 -2.211
H27 2.097 2.442 -3.355
H28 -0.059 -4.118 4.965
H29 -0.326 -2.373 6.120
H30 1.761 -0.755 5.757
H31 2.216 3.537 -2.018
H32 2.415 -0.126 -2.650
H33 2.480 0.026 -1.052
H34 1.374 -1.053 -1.762
H35 -1.540 -1.973 0.702
H36 -1.812 -1.816 5.486
H37 -1.597 0.253 -3.895
H38 -1.447 4.669 -2.639
H39 4.118 0.302 -3.988
H40 -1.563 0.307 -0.206
H41 -1.394 0.649 4.553
H42 1.031 -3.326 -0.892
H43 1.584 -3.747 1.489
H44 -2.090 -3.399 2.977

The total charge is -2. For the largest force on an atom, the calculation gives 2.8 eV Å⁻¹. For the LUMO energy, the calculation gives 3.8 eV. Its total energy is -102075.366 eV. The calculation puts the molar mass at 446.5 g/mol. The gap between HOMO and LUMO comes out at 0.097 Ha.

Results of the natural (NBO) charge analysis, in e, for atoms 1 through 8: number 1, Br, carries -0.910; number 2, O, carries -0.922; number 3, O, carries -0.782; number 4, O, carries -0.778; number 5, O, carries -0.948; number 6, N, carries -0.270; number 7, N, carries -0.261; number 8, N, carries -0.953

(3)
This record from the OMol25 dataset describes a cluster of 7 separate species, C18H44Cl6O4 in total. The level of theory is the ωB97M-V functional and the def2-TZVPD basis.

Positions of all 72 atoms, in Å:
Cl1 -7.069 -1.911 10.039
Cl2 -6.785 2.453 2.086
Cl3 -6.606 6.630 1.253
Cl4 0.279 8.712 -4.128
Cl5 -4.052 -0.537 10.232
Cl6 -2.490 9.554 -5.896
O1 -0.372 1.824 -0.024
O2 -0.794 -1.599 -5.187
O3 3.739 -5.095 -5.333
O4 8.982 -1.545 4.574
C1 0.264 1.426 1.139
C2 -2.573 -2.872 -6.176
C3 2.804 -6.571 -3.643
C4 -1.715 -1.583 -6.234
C5 7.826 -3.610 4.809
C6 -6.521 5.002 2.031
C7 4.027 -6.011 -4.304
C8 -0.055 -0.090 1.436
C9 -2.510 -0.296 -6.112
C10 -0.064 2.352 2.283
C11 -6.421 -0.725 8.846
C12 -1.381 8.539 -3.653
C13 -5.522 0.305 9.508
C14 7.034 -1.793 3.279
C15 4.762 -5.189 -3.268
C16 -6.653 3.877 1.039
C17 -2.332 9.603 -4.145
C18 8.282 -2.514 3.835
H1 0.538 -0.373 2.306
H2 -1.008 2.079 2.754
H3 3.597 -5.623 -6.122
H4 6.906 -4.107 4.504
H5 4.076 -4.482 -2.803
H6 -1.118 -1.562 -7.146
H7 8.983 -2.908 3.100
H8 -3.179 -0.106 -6.951
H9 7.692 -3.254 5.830
H10 4.679 -6.846 -4.563
H11 1.304 1.470 0.816
H12 8.610 -4.367 4.807
H13 5.634 -4.648 -3.635
H14 -1.116 -0.289 1.592
H15 -6.021 -1.266 7.989
H16 6.493 -2.499 2.649
H17 -2.803 -3.068 -5.129
H18 -1.759 0.493 -6.056
H19 2.256 -7.131 -4.400
H20 3.007 -7.180 -2.762
H21 2.078 -5.780 -3.458
H22 -3.510 -2.957 -6.727
H23 5.059 -5.836 -2.442
H24 6.293 -1.454 4.003
H25 -0.466 1.033 -0.559
H26 -5.145 0.928 8.697
H27 -3.134 -0.269 -5.218
H28 0.243 -0.795 0.660
H29 -5.537 4.996 2.501
H30 0.630 2.420 3.121
H31 -1.598 7.530 -4.003
H32 -3.283 9.540 -3.616
H33 -5.918 0.995 10.254
H34 -7.492 3.969 0.349
H35 -1.954 -3.668 -6.589
H36 -5.770 3.752 0.413
H37 -0.077 -2.110 -5.569
H38 9.411 -0.952 3.953
H39 -1.415 8.459 -2.566
H40 -7.313 4.907 2.774
H41 -1.872 10.580 -4.000
H42 -7.322 -0.239 8.472
H43 7.463 -1.081 2.574
H44 -0.230 3.363 1.910

For the largest force on an atom, the calculation gives 2.5 eV Å⁻¹. For the LUMO energy, the calculation gives 0.4 eV. As for the SMILES: CC(C)O.CC(C)O.CC(C)O.CC(C)O.ClCCCl.ClCCCl.ClCCCl. The relative energy (zero: lowest compared OMol25 entry of this formula, charge and spin) is 0.0 kcal/mol. Its total energy is -102702.665 eV. The calculation puts the molar mass at 537.3 g/mol. The gap between HOMO and LUMO comes out at 0.379 Ha.

Results of the Löwdin charge analysis, in e, for atoms 1 through 8: number 1, Cl, carries 0.504; number 2, Cl, carries 0.569; number 3, Cl, carries 0.512; number 4, Cl, carries 0.573; number 5, Cl, carries 0.474; number 6, Cl, carries 0.555; number 7, O, carries -0.047; number 8, O, carries -0.045

Q: What is the gap between HOMO and LUMO in the second record?
A: 0.097 Ha